(1)
12 unconnected molecules or ions with the total composition C18H50BN10O19 at a distorted geometry. Source: the OMol25 dataset; level of theory: wB97M-V/def2-TZVPD.

As for the highest occupied orbital energy: -7.85 eV. The gap between HOMO and LUMO comes out at 9.5 eV. The total energy is -73964.42648 eV. Its total charge is -1. For the LUMO energy, the calculation gives 1.674 eV. The energy relative to the best compared isomer or geometry (same formula, charge and spin) comes out at 6.754 eV. The largest force on an atom comes out at 0.1977 Eh/bohr.

Element x y z (Å)
O (-12.651, -9.266, 24.623)
C (-13.574, -8.470, 24.694)
O (-14.429, -8.381, 25.674)
B (-15.400, -7.294, 25.414)
O (-14.963, -6.722, 24.118)
C (-13.947, -7.407, 23.632)
O (-13.458, -7.308, 22.493)
O (-15.361, -6.221, 26.441)
C (-16.604, -5.942, 26.916)
O (-16.839, -5.084, 27.778)
C (-17.569, -6.952, 26.195)
O (-16.833, -7.733, 25.421)
O (-18.806, -7.035, 26.329)
O (-10.643, -12.144, 21.708)
H (-11.266, -12.778, 22.063)
H (-10.528, -11.502, 22.409)
O (-9.976, -8.889, 27.308)
H (-10.086, -9.219, 26.416)
H (-10.152, -7.950, 27.239)
O (-22.240, -9.573, 27.969)
H (-21.889, -8.710, 28.187)
H (-22.969, -9.696, 28.576)
C (-21.905, -1.237, 26.999)
O (-22.712, -0.306, 27.121)
N (-21.526, -1.946, 26.005)
N (-21.131, -1.579, 28.002)
H (-20.858, -2.701, 26.069)
H (-22.069, -1.927, 25.153)
H (-20.877, -0.863, 28.667)
H (-20.809, -2.523, 27.848)
C (-12.344, -10.096, 16.883)
O (-13.422, -9.580, 16.501)
N (-11.883, -11.203, 16.575)
N (-11.538, -9.400, 17.670)
H (-12.325, -11.648, 15.783)
H (-10.925, -11.391, 16.832)
H (-12.037, -8.738, 18.247)
H (-10.711, -9.846, 18.042)
C (-13.359, -1.372, 27.137)
O (-13.787, -0.355, 26.680)
N (-13.275, -2.476, 26.443)
N (-12.882, -1.451, 28.325)
H (-13.784, -2.441, 25.571)
H (-13.218, -3.338, 26.967)
H (-12.570, -0.642, 28.843)
H (-12.559, -2.353, 28.647)
C (-12.696, -6.082, 30.947)
O (-12.202, -5.090, 30.383)
N (-13.747, -6.732, 30.623)
N (-12.119, -6.768, 31.946)
H (-14.149, -7.489, 31.157)
H (-14.111, -6.537, 29.701)
H (-12.391, -7.706, 32.204)
H (-11.186, -6.418, 32.110)
C (-21.224, -6.345, 21.917)
O (-21.877, -7.417, 21.873)
N (-21.715, -5.249, 21.439)
N (-20.055, -6.231, 22.275)
H (-22.648, -5.106, 21.079)
H (-21.001, -4.536, 21.469)
H (-19.658, -6.850, 22.967)
H (-19.630, -5.315, 22.278)
C (-8.363, -3.712, 23.408)
C (-8.844, -5.100, 23.125)
C (-8.076, -5.782, 22.054)
O (-8.713, -6.046, 24.057)
H (-8.209, -3.233, 22.441)
H (-7.455, -3.773, 24.008)
H (-9.061, -3.103, 23.984)
H (-9.841, -4.963, 22.707)
H (-8.545, -6.740, 21.828)
H (-7.020, -5.959, 22.261)
H (-8.203, -5.216, 21.130)
H (-8.752, -5.703, 24.953)
C (-18.226, -10.869, 22.018)
C (-18.386, -10.773, 20.515)
C (-17.278, -11.581, 19.945)
O (-19.577, -11.257, 20.120)
H (-17.169, -10.691, 22.219)
H (-18.264, -11.895, 22.384)
H (-18.820, -10.091, 22.496)
H (-18.406, -9.744, 20.155)
H (-16.318, -11.112, 20.161)
H (-17.312, -11.487, 18.860)
H (-17.279, -12.624, 20.264)
H (-20.105, -10.844, 20.807)
C (-24.467, -5.903, 26.012)
C (-25.570, -4.902, 25.675)
C (-25.397, -4.326, 24.327)
O (-26.863, -5.491, 25.793)
H (-23.505, -5.403, 26.120)
H (-24.225, -6.568, 25.183)
H (-24.548, -6.417, 26.970)
H (-25.566, -4.130, 26.444)
H (-25.510, -4.985, 23.466)
H (-24.575, -3.628, 24.171)
H (-26.315, -3.761, 24.161)
H (-26.828, -6.408, 25.510)

Atoms 1-6, force components in eV/Å:
O -1.2 1.2 0.0
C 1.9 -1.2 -0.7
O -1.0 0.3 0.6
B 0.0 0.6 0.3
O -0.3 -0.1 -0.1
C 1.0 -0.2 -3.2


(2)
A molecular structure, C4H6LiO2Pt at a distorted geometry. Source: the OMol25 dataset; level of theory: wB97M-V/def2-TZVPD.

As for the highest occupied orbital energy (alpha / beta): -10.74 / -11.62 eV. The gap between HOMO and LUMO (alpha / beta) comes out at 6.5 / 7.2 eV. The total energy is -11775.45925 eV. Its total charge is +1. For the LUMO energy (alpha / beta), the calculation gives -4.212 / -4.461 eV. The expectation value of S² is 2.028. The largest force on an atom comes out at 0.1082 Eh/bohr. The spin multiplicity is 3.

Element x y z (Å)
O (2.222, 0.812, 0.746)
C (1.860, -0.470, 0.931)
C (1.149, -1.238, 0.172)
Li (2.655, 1.874, 2.132)
Pt (1.074, 0.801, -0.794)
H (1.422, -1.373, 1.763)
C (-0.653, -1.014, -0.239)
C (-1.478, 0.088, -0.899)
O (-0.795, 1.351, -0.638)
H (-1.047, -1.108, 0.789)
H (-0.908, -1.932, -0.793)
H (-2.470, 0.180, -0.435)
H (-1.657, -0.077, -1.970)
H (-1.374, 2.107, -0.766)

Atoms 1-6, force components in eV/Å:
O 2.0 0.1 3.4
C 0.5 -3.0 3.1
C -3.9 -0.8 -1.6
Li 0.1 0.0 -0.1
Pt 1.6 2.4 -4.8
H 1.7 2.2 -0.5


(3)
A single C5H8O molecule. Source: the OMol25 dataset; level of theory: wB97M-V/def2-TZVPD.

As for the highest occupied orbital energy: -9.53 eV. The gap between HOMO and LUMO comes out at 10.3 eV. The total energy is -7360.16574 eV. Its total charge is 0. For the LUMO energy, the calculation gives 0.791 eV. The energy relative to the best compared isomer or geometry (same formula, charge and spin) comes out at 2.090 eV. The largest force on an atom comes out at 0.0123 Eh/bohr. The SMILES is CC#C[C@@H](C)O.

Element x y z (Å)
C (-2.130, -1.612, -0.604)
C (-0.951, -0.890, -0.168)
C (0.038, -0.389, 0.305)
C (1.331, 0.299, 0.300)
C (1.118, 1.604, -0.454)
O (1.895, 0.585, 1.567)
H (-2.688, -1.105, -1.397)
H (-2.779, -1.697, 0.267)
H (-1.840, -2.605, -0.961)
H (1.999, -0.362, -0.273)
H (0.453, 2.241, 0.136)
H (2.066, 2.118, -0.621)
H (0.636, 1.387, -1.413)
H (1.610, -0.097, 2.187)

Atoms 1-6, force components in eV/Å:
C -0.1 -0.1 0.0
C 0.3 0.1 0.4
C -0.3 -0.2 -0.5
C -0.1 0.0 -0.4
C 0.1 0.1 0.0
O -0.2 -0.1 0.2


(4)
A molecular structure, C6H12O. Source: the OMol25 dataset; level of theory: wB97M-V/def2-TZVPD.

As for the highest occupied orbital energy (alpha / beta): -7.69 / -7.80 eV. The gap between HOMO and LUMO (alpha / beta) comes out at 7.9 / 8.0 eV. The total energy is -8458.01408 eV. Its total charge is 0. For the LUMO energy (alpha / beta), the calculation gives 0.253 / 0.177 eV. The energy relative to the best compared isomer or geometry (same formula, charge and spin) comes out at 6.340 eV. The largest force on an atom comes out at 0.0143 Eh/bohr.

Element x y z (Å)
C (-1.455, -1.345, -1.854)
C (-1.507, -0.830, -0.415)
C (-0.163, -0.520, 0.179)
C (0.125, 0.633, 0.952)
C (1.521, 1.148, 0.626)
O (1.864, 1.589, 1.928)
C (0.856, 0.693, 2.360)
H (-1.061, -0.575, -2.526)
H (-0.804, -2.222, -1.934)
H (-2.452, -1.633, -2.205)
H (-1.986, -1.599, 0.212)
H (-2.146, 0.060, -0.362)
H (0.599, 0.530, -1.232)
H (0.535, -1.354, 0.250)
H (-0.631, 1.421, 0.900)
H (1.039, 1.220, -1.063)
H (2.245, 0.398, 0.262)
H (1.266, -0.282, 2.641)
H (0.235, 1.115, 3.154)

Atoms 1-6, force components in eV/Å:
C 0.0 0.0 -0.1
C 0.0 0.1 0.1
C -0.3 -0.6 0.1
C 0.3 0.5 0.1
C 0.3 0.0 -0.1
O 0.0 0.1 -0.1


(5)
2 unconnected molecules or ions with the total composition C31H40N5 at a distorted geometry. Source: the OMol25 dataset; level of theory: wB97M-V/def2-TZVPD.

As for the highest occupied orbital energy: -9.66 eV. The gap between HOMO and LUMO comes out at 5.6 eV. The total energy is -40242.04444 eV. Its total charge is +1. For the LUMO energy, the calculation gives -4.035 eV. The energy relative to the best compared isomer or geometry (same formula, charge and spin) comes out at 0.000 eV. The largest force on an atom comes out at 0.0214 Eh/bohr.

Element x y z (Å)
C (-6.387, 0.484, 1.051)
C (-6.426, -0.841, 1.784)
N (-5.197, -1.579, 1.597)
C (-5.324, -2.994, 1.874)
C (-4.148, -3.765, 1.310)
C (-2.844, -3.205, 1.873)
C (-2.794, -1.709, 1.839)
C (-3.987, -0.952, 1.650)
C (-3.900, 0.468, 1.529)
C (-2.657, 1.074, 1.487)
C (-1.442, 0.331, 1.620)
C (-0.193, 0.971, 1.410)
C (1.067, 0.329, 1.285)
C (2.275, 1.070, 1.469)
C (3.517, 0.463, 1.498)
C (3.606, -0.959, 1.398)
N (4.813, -1.585, 1.495)
C (6.045, -0.847, 1.322)
C (5.993, 0.481, 2.048)
C (4.759, 1.284, 1.638)
C (4.944, -3.002, 1.233)
C (3.759, -3.767, 1.786)
C (2.464, -3.215, 1.195)
C (2.419, -1.719, 1.188)
C (1.220, -1.059, 0.984)
C (-1.587, -1.045, 1.978)
C (-5.148, 1.288, 1.438)
H (-6.385, 0.298, -0.028)
H (-7.294, 1.045, 1.287)
H (-6.596, -0.670, 2.863)
H (-7.243, -1.473, 1.418)
H (-5.394, -3.160, 2.964)
H (-6.268, -3.329, 1.430)
H (-4.256, -4.824, 1.557)
H (-4.145, -3.677, 0.218)
H (-2.724, -3.550, 2.911)
H (-1.994, -3.618, 1.313)
H (-2.584, 2.151, 1.327)
H (-0.194, 2.065, 1.402)
H (2.194, 2.148, 1.620)
H (6.856, -1.478, 1.704)
H (6.231, -0.681, 0.245)
H (5.975, 0.301, 3.128)
H (6.903, 1.042, 1.823)
H (4.971, 1.781, 0.677)
H (4.583, 2.084, 2.366)
H (5.030, -3.178, 0.146)
H (5.881, -3.333, 1.695)
H (3.870, -4.828, 1.550)
H (3.738, -3.668, 2.876)
H (2.349, -3.585, 0.165)
H (1.606, -3.607, 1.758)
H (0.366, -1.627, 0.614)
H (-0.725, -1.606, 2.339)
H (-4.995, 2.098, 0.716)
H (-5.334, 1.769, 2.411)
C (-0.927, 3.785, -2.957)
C (-0.636, 2.424, -2.348)
N (-0.045, 1.463, -3.285)
C (0.598, 1.969, -4.286)
N (0.797, 3.303, -4.534)
C (0.276, 4.347, -3.690)
C (1.691, 3.524, -5.639)
C (1.868, 2.132, -6.244)
N (1.215, 1.274, -5.297)
H (-1.754, 3.679, -3.667)
H (-1.251, 4.485, -2.188)
H (0.034, 2.546, -1.474)
H (-1.563, 1.953, -1.989)
H (0.008, 5.194, -4.330)
H (1.038, 4.679, -2.965)
H (1.250, 4.239, -6.344)
H (2.666, 3.910, -5.307)
H (1.383, 2.074, -7.226)
H (2.923, 1.866, -6.351)
H (1.160, 0.264, -5.351)

Atoms 1-6, force components in eV/Å:
C 0.0 0.0 -0.2
C -0.3 0.4 0.2
N 0.5 0.3 0.1
C 0.1 -0.4 0.2
C 0.1 0.1 -0.1
C 0.1 -0.7 0.6


(6)
2 unconnected molecules or ions with the total composition C2H8N2 at a distorted geometry. Source: the OMol25 dataset; level of theory: wB97M-V/def2-TZVPD.

As for the highest occupied orbital energy: -9.26 eV. The gap between HOMO and LUMO comes out at 10.1 eV. The total energy is -5182.83761 eV. Its total charge is 0. For the LUMO energy, the calculation gives 0.874 eV. The energy relative to the best compared isomer or geometry (same formula, charge and spin) comes out at 0.900 eV. The largest force on an atom comes out at 0.1064 Eh/bohr. The SMILES is [H]/N=C/N.C.

Element x y z (Å)
C (-0.046, 2.260, 2.952)
H (0.557, 1.376, 3.238)
H (-0.734, 2.466, 3.799)
H (0.391, 3.218, 2.984)
H (-0.443, 1.923, 1.987)
N (-0.950, -1.855, -2.415)
C (0.297, -1.686, -1.847)
N (1.108, -0.802, -2.374)
H (-1.292, -2.790, -2.433)
H (-1.117, -1.181, -3.192)
H (0.498, -2.376, -1.134)
H (1.730, -0.552, -1.566)

Atoms 1-6, force components in eV/Å:
C -0.8 -1.6 1.1
H 0.3 1.0 0.2
H -0.6 -1.0 -0.9
H 1.6 0.8 -0.9
H -0.5 0.8 0.4
N 0.9 1.2 -0.3